# 1
A cluster of 3 separate species, C6H9N in total, computed with ωB97M-V with the def2-TZVPD basis set.

Last column: Löwdin charge in e.
CARTESIAN COORDINATES (ANGSTROEM)
C 1.0459 0.8855 1.2715  0.07
C 0.3566 -0.0261 0.4507  -0.41
C -0.4786 0.1170 -0.6896  -0.24
C -0.7954 1.3930 -1.4092  -0.05
C -1.0534 -1.1402 -0.8801  -0.05
C -0.4620 -2.0073 0.0667  -0.13
N 0.3740 -1.3294 0.8503  -0.01
H 1.4733 1.7847 0.8206  0.08
H 2.0539 -0.2822 1.8444  0.10
H 0.8085 1.0049 2.3257  0.07
H -1.1222 1.1793 -2.4317  0.08
H 0.0787 2.0526 -1.4662  0.07
H -1.5977 1.9545 -0.9162  0.08
H -1.7351 -1.4300 -1.6724  0.10
H -0.5187 -3.0898 0.1001  0.11
H 1.5724 -1.0664 1.7353  0.15

Calculated values
HOMO energy (spin up / spin down) (eV): -7.945 / -7.946
Max |F| (eV/A): 0.3



# 2
A structure of composition C4H6O7Rb6S, computed with ωB97M-V with the def2-TZVPD basis set.

Last column: Löwdin charge in e.
CARTESIAN COORDINATES (ANGSTROEM)
Rb -2.1441 -3.9292 1.8991  0.94
Rb 1.4225 -5.1078 -1.7829  0.95
Rb -4.3732 1.6948 -3.3482  0.94
Rb -3.4238 -3.1965 -6.0347  0.95
Rb -6.8999 -2.2109 -1.7086  0.97
Rb 1.1377 0.7133 -5.4195  0.95
S -1.2351 -1.4211 -2.0414  0.10
O -0.6194 -2.0902 -0.9157  -0.43
O -0.8491 -0.0247 -2.1905  -0.43
O -0.7396 -1.9657 -3.3071  -0.48
O -2.7065 -1.5506 -1.9237  -0.48
C 0.1549 2.3583 2.0525  -0.02
C 1.1525 1.1545 2.0643  -0.30
C 2.3460 1.1800 1.0414  -0.01
O 3.4430 0.9241 1.9951  0.09
C 3.0193 0.7419 3.2041  -0.58
O 3.8058 0.6249 4.1533  0.14
O 1.7553 1.1495 3.3265  0.09
H -0.3147 2.5206 1.0823  0.07
H 0.6174 3.3105 2.3125  0.09
H -0.6970 2.2712 2.7268  0.08
H 0.4992 0.2832 2.0167  0.13
H 2.4737 2.1354 0.5327  0.13
H 2.1749 0.4347 0.2647  0.12

Calculated values
HOMO energy (eV): -16.137
Net charge: +4
Max |F| (eV/A): 6.3



# 3
A structure of composition C5H11NdO4, computed with ωB97M-V with the def2-TZVPD basis set.

Last column: Löwdin charge in e.
CARTESIAN COORDINATES (ANGSTROEM)
C 1.0472 -2.8955 0.0392  -0.30
O 0.2036 -2.4640 1.0489  -0.44
C 1.9985 -1.7848 -0.3991  -0.15
O 1.1803 -0.6236 -0.6168  -0.24
C 1.7547 0.6147 -0.5172  -0.08
C 0.7369 1.6859 -0.3008  -0.29
O -0.2553 1.2572 0.5848  -0.45
Nd -0.7943 -0.7370 0.9067  1.97
H 0.4781 -3.2316 -0.8551  0.13
H 1.6761 -3.7553 0.3454  0.14
H 2.5416 -2.0291 -1.3238  0.15
H 2.7178 -1.5498 0.3997  0.14
H 2.7110 0.7652 -1.0249  0.14
H 0.2699 1.9633 -1.2759  0.13
H 1.2568 2.5915 0.0667  0.13
O -2.9515 0.4419 0.8777  -0.31
H -3.7332 -0.0133 0.5614  0.06
C -2.6593 2.0804 0.4562  0.01
H -3.3900 2.0360 -0.3740  0.09
H -2.3503 2.5919 1.3857  0.10
H -2.4387 3.0561 0.0153  0.08

Calculated values
HOMO energy (spin up / spin down) (eV): -11.327 / -12.906
Net charge: +1
2S+1: 5
Max |F| (eV/A): 5.5



no.,E_tot (eV)
1,-7853.7015
2,-33312.5247
3,-28817.6330